No. 1
Entry from the OMol25 dataset: a structure of composition C31H37N3O2TaTe (the ωB97M-V functional and the def2-TZVPD basis).

```
75
Properties=species:S:1:pos:R:3:forces:R:3:lowdin_charge:R:1
Ta 0.400829 -0.494334 0.409403 0.4 -1.1 0.1 1.238
C -3.115082 -3.698453 3.422309 0.0 0.0 0.0 -0.044
C -1.853070 -2.830379 3.307790 -0.1 0.0 0.0 -0.380
C -0.967855 -3.013620 4.543506 0.0 0.0 0.1 -0.072
C -2.215558 -1.374615 3.103886 -0.2 0.1 0.0 -0.122
C -2.810312 -0.667634 4.136405 0.0 0.1 0.1 -0.004
C -3.138406 0.675063 4.003758 0.0 0.0 0.1 -0.028
C -2.875970 1.352291 2.827385 0.0 0.0 0.0 -0.021
C -2.317680 0.683051 1.744281 0.1 -0.1 0.2 -0.151
C -1.936165 1.467091 0.500101 0.1 0.1 0.2 -0.393
C -0.589461 2.176946 0.752761 -0.1 -0.1 -0.4 -0.056
C -3.011388 2.457344 0.056888 0.0 0.1 0.0 -0.040
C -2.010182 -0.686633 1.891912 0.3 -0.1 -0.1 -0.181
N -1.388348 -1.356993 0.791078 -0.1 0.2 -0.4 -0.139
C -1.960063 -2.442931 0.148842 0.1 0.3 0.5 -0.431
O -3.047645 -2.915140 0.339327 -0.1 0.0 0.0 0.149
C -0.991924 -2.949490 -0.864008 0.3 0.2 -0.1 -0.152
C -1.136541 -4.078268 -1.634959 -0.1 -0.2 -0.1 0.054
C -0.156612 -4.354812 -2.580650 0.0 -0.1 -0.1 0.018
C 0.897608 -3.468724 -2.773777 0.0 -0.2 -0.2 0.056
C 0.956765 -2.352593 -1.976138 -0.3 -0.1 0.3 -0.170
N 0.055260 -2.136668 -1.015852 0.1 -0.1 0.1 0.006
C 1.882678 -1.202976 -2.154802 0.1 0.5 0.3 -0.455
O 2.704825 -1.155684 -3.028305 0.1 0.1 -0.1 0.155
N 1.571832 -0.202823 -1.240036 -0.1 0.1 0.1 -0.124
C 1.954149 1.164289 -1.552560 -0.1 -0.3 0.0 -0.176
C 2.970435 1.813611 -0.838949 0.0 0.0 -0.1 -0.144
C 3.264800 3.132893 -1.175641 -0.1 0.1 0.0 -0.018
C 2.585726 3.778826 -2.191301 0.0 0.0 0.0 -0.036
C 1.596863 3.111976 -2.902152 0.0 0.1 0.0 -0.024
C 1.257880 1.801889 -2.605031 0.0 -0.1 0.0 -0.141
C 0.199723 1.112817 -3.458221 0.1 0.1 0.0 -0.369
C -1.111339 1.900292 -3.496617 0.0 0.0 0.0 -0.048
C 0.710991 0.876383 -4.885913 0.0 0.1 0.0 -0.041
C 3.740463 1.151510 0.281483 0.0 0.1 0.0 -0.409
C 5.253413 1.333915 0.146875 0.0 0.0 0.0 -0.050
C 3.253853 1.697032 1.625745 0.0 0.2 0.1 -0.090
H -2.836738 -4.744180 3.571520 0.0 0.1 0.0 0.088
H -3.737631 -3.627727 2.531344 0.0 0.0 0.0 0.069
H -3.716242 -3.388712 4.282176 0.1 0.0 0.0 0.085
H -1.282365 -3.161816 2.441240 0.1 -0.1 0.0 0.103
H -1.520109 -2.796643 5.462630 0.0 0.0 -0.1 0.081
H -0.091626 -2.364393 4.513435 0.0 0.0 0.0 0.038
H -0.625094 -4.049074 4.605326 0.0 0.1 0.0 0.088
H -3.012639 -1.171967 5.074696 0.0 0.0 -0.1 0.123
H -3.589502 1.201635 4.836430 0.0 0.0 0.0 0.118
H -3.110252 2.408533 2.752074 0.0 -0.1 0.0 0.117
H -1.801370 0.769843 -0.330442 -0.1 -0.2 -0.2 0.106
H -0.707821 3.029068 1.425309 0.1 -0.1 0.1 0.119
H -0.105307 2.530996 -0.162579 0.0 0.0 0.0 0.086
H 0.141288 1.534965 1.313557 0.0 0.1 0.2 0.024
H -3.152050 3.246961 0.798540 0.0 -0.1 -0.1 0.084
H -3.964528 1.948340 -0.085547 0.0 0.0 0.0 0.102
H -2.734763 2.936464 -0.883099 0.0 0.0 0.0 0.075
H -2.004167 -4.708773 -1.493761 0.0 0.0 0.0 0.139
H -0.233635 -5.243969 -3.193859 0.0 0.0 0.0 0.129
H 1.648135 -3.613128 -3.539549 0.0 0.0 0.0 0.140
H 4.045645 3.657339 -0.635904 -0.1 0.0 -0.1 0.118
H 2.835214 4.802470 -2.443281 0.0 0.0 0.0 0.115
H 1.092085 3.620254 -3.716793 0.0 0.0 0.1 0.118
H -0.029664 0.145425 -3.014212 0.0 -0.1 0.0 0.108
H -0.978546 2.880520 -3.959829 0.0 -0.1 0.0 0.084
H -1.520590 2.058975 -2.496230 0.0 0.0 0.0 0.052
H -1.857037 1.359635 -4.083897 0.0 0.0 0.0 0.090
H 0.899733 1.834005 -5.379691 0.0 -0.1 0.0 0.087
H -0.037674 0.340516 -5.475063 0.0 0.0 0.1 0.087
H 1.637409 0.304789 -4.895024 0.0 0.0 0.0 0.076
H 3.542395 0.083499 0.245681 -0.1 -0.1 0.0 0.056
H 5.554271 2.373863 0.294462 0.0 -0.1 0.0 0.078
H 5.603892 1.013389 -0.835828 0.0 0.0 0.0 0.093
H 5.767551 0.736015 0.901952 0.0 0.0 0.0 0.087
H 3.492458 2.761610 1.716085 0.0 -0.1 0.0 0.093
H 3.700236 1.165039 2.467491 0.0 0.0 0.0 0.078
H 2.165970 1.613874 1.739926 0.1 0.0 0.0 0.020
Te 1.898577 -1.792088 1.991890 -0.8 0.8 -0.6 0.479
```
Positions in Å, forces in eV/Å.

Values from the calculation:
HOMO-LUMO gap   6.7 eV
LUMO level   -4.5 eV
Relative energy (zero: lowest compared OMol25 entry of this formula, charge and spin)   7.9 kcal/mol
Strongest force on any atom   0.0238 hartree/bohr
Total charge   +1
Spin multiplicity   1



No. 2
Entry from the OMol25 dataset: a structure of composition C31H37N5O3RhSi (the ωB97M-V functional and the def2-TZVPD basis).

```
78
Properties=species:S:1:pos:R:3:forces:R:3:lowdin_charge:R:1
Rh 1.059150 -0.555849 0.731271 0.0 -0.3 0.3 1.167
C -3.432317 0.030817 -3.020719 0.0 0.0 0.0 -0.035
O -2.696733 1.252209 -3.139702 0.0 0.0 0.0 -0.112
C -3.267982 2.324282 -2.500952 0.0 0.0 0.0 -0.255
C -3.902147 3.302811 -3.252700 0.0 0.0 0.0 0.013
C -4.464389 4.405521 -2.631614 0.0 0.0 0.0 -0.061
C -4.391071 4.539286 -1.251946 0.0 0.0 0.0 -0.069
C -3.733780 3.580210 -0.500792 0.0 0.0 0.0 -0.008
C -3.160739 2.474045 -1.117634 0.0 0.0 0.0 -0.164
N -2.528540 1.484889 -0.310703 0.0 0.0 0.0 0.169
C -1.227144 1.107010 -0.354167 0.0 0.0 0.0 -0.322
N -0.456520 1.540350 -1.349817 0.0 0.0 0.0 0.189
C 0.905449 1.275637 -1.567542 0.1 0.0 0.0 -0.144
C 1.720258 0.461727 -0.790053 -0.1 -0.1 0.0 -0.174
C 3.075540 0.332058 -1.119750 0.0 0.0 -0.1 -0.108
C 3.590932 0.984808 -2.218952 0.0 0.0 0.0 -0.069
C 2.776747 1.783931 -3.019957 0.0 0.0 0.0 -0.011
C 1.444132 1.927028 -2.699206 0.0 -0.1 0.0 -0.223
O 0.547903 2.660712 -3.411397 0.0 0.1 0.1 -0.091
C 1.057160 3.574079 -4.375134 0.0 -0.1 -0.1 -0.049
N -0.722461 0.333376 0.589115 0.1 0.2 -0.2 -0.027
C -1.545645 -0.182061 1.630148 0.0 0.0 0.0 -0.247
C -1.446546 0.316562 2.922224 0.0 0.0 0.0 -0.021
C -2.177920 -0.250548 3.956077 0.0 0.0 0.0 -0.074
C -3.008497 -1.325102 3.686868 0.0 0.0 0.0 -0.062
C -3.118222 -1.843343 2.401447 0.0 0.0 0.0 -0.003
C -2.386308 -1.278956 1.364402 0.0 0.0 0.0 -0.247
O -2.406019 -1.706684 0.079711 0.0 0.0 0.0 -0.103
C -3.166247 -2.873050 -0.215497 0.0 0.0 0.0 -0.061
H -2.860452 -0.722691 -3.555963 0.0 0.0 0.0 0.098
H -4.417138 0.138431 -3.479543 0.0 0.0 0.0 0.101
H -3.538924 -0.263286 -1.974507 0.0 0.0 0.0 0.075
H -3.953262 3.171163 -4.325406 0.0 0.0 0.0 0.129
H -4.965256 5.158694 -3.224419 0.0 0.0 0.0 0.112
H -4.833542 5.395361 -0.761871 0.0 0.0 0.0 0.111
H -3.650189 3.685787 0.574086 0.0 0.0 0.0 0.120
H -2.999197 1.241691 0.548634 0.0 0.0 0.0 0.152
H -0.902787 2.039972 -2.107299 0.0 0.0 0.0 0.131
H 3.713831 -0.299431 -0.518193 0.0 0.0 0.0 0.093
H 4.636593 0.869746 -2.471603 0.0 0.0 0.0 0.112
H 3.191936 2.284416 -3.882133 0.0 0.0 0.0 0.111
H 1.500668 3.044717 -5.220344 0.0 0.0 0.0 0.098
H 1.796480 4.237353 -3.922617 0.0 0.0 0.0 0.103
H 0.204889 4.148921 -4.724241 0.0 0.0 0.0 0.097
H -0.782592 1.152941 3.103532 0.0 0.0 0.0 0.107
H -2.096118 0.142300 4.959610 0.0 0.0 0.0 0.110
H -3.582555 -1.776558 4.484946 0.0 0.0 0.0 0.114
H -3.768363 -2.686538 2.220521 0.0 0.0 0.0 0.111
H -3.009146 -3.071065 -1.271734 0.0 0.0 0.0 0.097
H -4.229237 -2.706814 -0.029106 0.0 0.0 0.0 0.101
H -2.814716 -3.725033 0.369374 0.0 0.0 0.0 0.095
C 2.348666 2.341444 2.320038 0.0 0.0 0.0 -0.007
C 2.962603 1.016614 2.632424 0.0 0.0 0.1 -0.299
C 3.963416 0.813304 3.559403 0.0 0.0 0.0 -0.028
C 4.463146 -0.482564 3.759681 0.0 0.0 0.0 -0.040
C 4.002006 -1.565266 3.044093 0.0 0.0 0.0 0.003
C 3.014894 -1.307852 2.082023 0.2 0.2 0.0 -0.411
N 2.531084 -0.047972 1.945686 0.0 0.0 0.0 -0.006
N 2.367269 -2.046922 1.168872 -0.1 0.0 -0.2 -0.131
Si 2.252928 -3.738972 0.748633 0.0 0.0 0.0 0.402
C 3.316581 -4.076005 -0.741145 0.0 0.0 0.0 -0.170
C 0.442543 -4.003333 0.350052 0.0 0.0 0.0 -0.182
C 2.770275 -4.797097 2.195284 0.0 0.0 0.0 -0.172
H 2.768666 3.120585 2.951053 0.0 0.0 0.0 0.086
H 1.268108 2.305791 2.470367 0.0 0.0 0.0 0.067
H 2.522810 2.594518 1.272687 0.0 0.0 0.0 0.086
H 4.358164 1.651362 4.114133 0.0 0.0 0.0 0.113
H 5.241690 -0.634530 4.496416 0.0 0.0 0.0 0.117
H 4.385966 -2.562617 3.196473 0.0 0.0 0.0 0.104
H 3.027774 -3.443812 -1.583354 0.0 0.0 0.0 0.031
H 3.237720 -5.118153 -1.058064 0.0 0.0 0.0 0.036
H 4.366171 -3.874764 -0.515999 0.0 0.0 0.0 0.033
H 0.071949 -3.250701 -0.353124 0.0 0.0 0.0 0.015
H -0.161540 -3.948945 1.260175 0.0 0.0 0.0 0.031
H 0.276432 -4.982583 -0.104146 0.0 0.0 0.0 0.040
H 3.852946 -4.800467 2.334706 0.0 0.0 0.0 0.029
H 2.464337 -5.831739 2.023470 0.0 0.0 0.0 0.038
H 2.304434 -4.465155 3.125409 0.0 0.0 0.0 0.037
```
Positions in Å, forces in eV/Å.

Values from the calculation:
HOMO-LUMO gap   7.5 eV
LUMO level   -3.0 eV
Strongest force on any atom   0.0084 hartree/bohr
Total charge   +1
Spin multiplicity   1



No. 3
Entry from the OMol25 dataset: a structure of composition C31H38AsN5OSeTi (the ωB97M-V functional and the def2-TZVPD basis).

```
78
Properties=species:S:1:pos:R:3:forces:R:3:lowdin_charge:R:1
Ti 0.945568 -0.423460 0.111560 1.8 0.6 0.7 0.613
C 0.959752 -2.226219 2.838530 0.0 0.0 -0.2 -0.082
N 0.817639 -0.826695 2.412805 -0.2 0.2 0.2 -0.251
C 1.852780 -0.048678 3.153952 0.0 -0.1 -0.1 -0.113
C -0.458533 -0.229752 2.782574 -0.1 0.0 0.0 -0.223
C -1.264961 -0.725686 3.786152 0.2 0.0 0.1 -0.053
C -2.368010 -0.010877 4.249009 0.0 0.0 -0.1 -0.121
C -2.603441 1.245388 3.717604 0.1 0.0 0.0 -0.109
C -1.817781 1.736748 2.683531 -0.1 0.1 0.0 -0.036
C -0.788722 0.973169 2.109441 0.2 0.1 -0.2 -0.249
N -0.031927 1.306683 0.999760 -0.6 -0.2 0.4 -0.008
C -0.430716 2.407682 0.206206 0.4 -0.3 0.0 -0.225
C -1.752604 2.657694 -0.141769 -0.3 0.0 -0.1 -0.060
C -2.107837 3.579836 -1.118416 0.1 0.0 0.0 -0.106
C -1.120869 4.290346 -1.779685 0.0 0.0 0.0 -0.121
C 0.207170 4.105444 -1.410780 -0.1 0.0 0.1 -0.043
C 0.567962 3.211747 -0.400879 0.0 0.1 -0.1 -0.203
N 1.904554 3.055948 -0.020364 -0.1 0.0 0.0 -0.227
C 2.251795 3.403973 1.340686 -0.1 -0.1 -0.2 -0.088
C 2.942278 3.384405 -0.952774 0.0 0.0 -0.1 -0.138
H 1.014340 -2.290005 3.931572 0.0 0.0 0.0 0.086
H 1.882723 -2.612894 2.405949 0.0 0.0 0.0 0.095
H 0.119004 -2.815144 2.477450 0.0 0.0 0.0 0.083
H 1.619344 -0.108994 4.223130 0.1 0.0 0.0 0.095
H 1.838494 0.981378 2.816171 0.0 0.1 0.0 0.055
H 2.829632 -0.470830 2.927583 0.0 0.0 0.0 0.036
H -1.018644 -1.674170 4.244397 0.0 0.0 0.0 0.100
H -2.999571 -0.422405 5.024626 0.0 0.0 0.0 0.086
H -3.416493 1.854660 4.094547 0.0 0.0 0.0 0.093
H -2.027048 2.719168 2.283880 0.0 0.0 0.0 0.098
H -2.531039 2.061865 0.311730 0.0 0.0 0.0 0.097
H -3.152978 3.708156 -1.372147 0.0 0.0 0.0 0.092
H -1.372394 5.003544 -2.555288 0.0 0.0 0.0 0.086
H 0.979449 4.698115 -1.882759 0.0 0.0 0.0 0.092
H 2.534876 4.467933 1.411188 0.0 0.0 0.1 0.083
H 3.086920 2.781270 1.667208 0.1 0.0 0.0 0.062
H 1.409827 3.227017 2.000911 -0.1 -0.1 0.1 0.077
H 3.126928 4.470341 -1.047304 0.0 0.0 0.0 0.078
H 2.696628 2.990415 -1.939987 0.0 0.0 0.0 0.082
H 3.862888 2.900799 -0.619970 0.0 0.0 0.0 0.051
C -4.884302 -0.096482 -0.381124 0.1 -0.1 0.0 -0.115
C -4.524429 -0.893064 0.704123 0.0 0.0 0.0 -0.091
C -3.226297 -1.349407 0.845904 -0.1 0.0 0.1 -0.033
C -2.252351 -0.997029 -0.087291 0.3 0.0 0.0 -0.267
C -2.608417 -0.191636 -1.161534 -0.1 0.1 -0.1 -0.055
C -3.919696 0.243675 -1.316254 0.1 0.0 0.1 -0.110
N -0.923758 -1.491728 -0.008504 -0.4 -0.2 0.2 -0.113
N -0.948275 -2.813311 0.176924 0.2 0.0 -0.2 0.043
C 0.309001 -3.341269 -0.019534 -0.3 -0.2 0.1 -0.389
C 0.422775 -4.741506 0.070258 0.1 0.0 -0.1 -0.064
C 1.629178 -5.344454 -0.205899 0.1 0.0 0.0 -0.125
C 2.733513 -4.553610 -0.547396 -0.1 0.0 0.0 -0.123
C 2.614421 -3.169710 -0.561344 0.0 0.1 0.0 -0.194
C 1.407316 -2.497734 -0.305176 0.0 -0.3 0.2 -0.264
H -5.901059 0.258794 -0.487429 0.0 0.0 0.0 0.087
H -5.263629 -1.156361 1.451020 0.0 0.0 0.0 0.095
H -2.941312 -1.974958 1.680448 0.0 0.0 0.0 0.102
H -1.839820 0.117050 -1.860443 0.0 0.0 0.0 0.087
H -4.173283 0.877919 -2.157310 0.0 0.0 0.0 0.096
H -0.453849 -5.319798 0.336663 0.0 0.0 0.0 0.096
H 1.722147 -6.423889 -0.157120 0.0 0.0 0.0 0.085
H 3.689642 -5.016991 -0.761378 0.0 0.0 0.0 0.082
H 3.497845 -2.568858 -0.748628 0.0 0.0 0.0 0.015
C 0.209803 0.577440 -4.394344 -0.1 0.1 -0.1 -0.195
As 0.979503 -0.542607 -3.051746 -0.3 0.4 0.6 1.060
C 0.121920 -2.235010 -3.234256 -0.1 -0.1 0.0 -0.178
C 2.846462 -0.673969 -3.376811 0.1 0.0 0.1 -0.208
O 0.588486 0.290434 -1.629491 0.0 -0.1 -1.2 -0.578
H 0.725338 0.454898 -5.346140 0.0 0.0 0.0 0.037
H 0.294743 1.605120 -4.039820 0.0 0.0 0.0 0.041
H -0.845270 0.325672 -4.503440 0.0 0.0 0.0 0.040
H -0.006914 -2.414870 -4.302849 0.0 -0.1 0.0 0.042
H -0.842816 -2.170752 -2.729029 0.0 0.0 0.0 0.043
H 0.719456 -3.011348 -2.762088 0.0 0.0 0.0 0.035
H 3.030015 -1.535538 -4.017343 0.0 0.0 0.0 0.045
H 3.330395 -0.772693 -2.397599 0.0 0.0 0.0 -0.051
H 3.174473 0.248727 -3.854327 0.0 0.0 0.0 0.043
Se 3.322051 -0.039041 0.170254 -0.8 -0.2 0.0 0.198
```
Positions in Å, forces in eV/Å.

Values from the calculation:
HOMO-LUMO gap (alpha / beta)   5.5 / 5.9 eV
LUMO level (alpha / beta)   2.4 / 2.4 eV
Relative energy (zero: lowest compared OMol25 entry of this formula, charge and spin)   6.6 kcal/mol
Strongest force on any atom   0.0396 hartree/bohr
Total charge   -1
Spin multiplicity   2



Q: Among the records above, which one has the highest spin multiplicity?
A: C31H38AsN5OSeTi



Q: Which of these has the lowest total charge?
A: C31H38AsN5OSeTi



Q: spin multiplicity of number 1 (C31H37N3O2TaTe)?
A: 1